93
Properties=species:S:1:pos:R:3 method="wB97M-V/def2-TZVPD" homo_energy_ev="-5.803 / -5.799" multiplicity=1 gap_ev="5.191 / 5.187"
W 0.252 -0.091 0.231
C 0.369 -3.074 1.609
N -0.520 -1.906 1.553
C -0.831 -1.480 2.942
C -1.784 -2.146 0.881
C -2.255 -3.401 0.552
C -3.426 -3.525 -0.187
C -4.090 -2.384 -0.599
C -3.616 -1.123 -0.263
C -2.466 -0.970 0.513
N -1.806 0.241 0.811
C -2.561 1.335 1.229
C -3.954 1.268 1.430
C -4.716 2.354 1.819
C -4.120 3.575 2.075
C -2.737 3.634 2.028
C -1.953 2.548 1.654
N -0.528 2.611 1.805
C 0.063 3.933 1.729
C -0.129 1.958 3.048
H -0.044 -3.859 2.251
H 1.322 -2.756 2.031
H 0.542 -3.452 0.607
H -1.121 -2.356 3.531
H -1.653 -0.769 2.929
H 0.038 -1.006 3.379
H -1.703 -4.286 0.832
H -3.791 -4.505 -0.460
H -4.976 -2.465 -1.215
H -4.099 -0.251 -0.677
H -4.467 0.332 1.290
H -5.786 2.231 1.926
H -4.702 4.441 2.357
H -2.242 4.551 2.319
H -0.174 4.572 2.593
H -0.257 4.451 0.823
H 1.147 3.823 1.701
H -0.474 2.530 3.923
H 0.957 1.867 3.084
H -0.561 0.959 3.093
C 4.006 -1.787 -1.423
C 4.078 -1.216 -2.685
C 3.115 -0.298 -3.060
C 2.097 0.015 -2.166
N 1.988 -0.603 -0.971
C 2.938 -1.467 -0.608
C 1.121 1.102 -2.400
C 1.047 1.814 -3.585
C 0.163 2.879 -3.678
C -0.632 3.195 -2.589
C -0.537 2.412 -1.449
N 0.325 1.402 -1.341
H 4.747 -2.494 -1.080
H 4.882 -1.473 -3.362
H 3.168 0.187 -4.022
H 2.802 -1.919 0.364
H 1.666 1.542 -4.427
H 0.091 3.446 -4.596
H -1.351 4.000 -2.622
H -1.186 2.566 -0.605
O 0.706 -3.107 -1.510
C -0.192 -2.437 -1.990
N -0.573 -1.178 -1.581
C -1.580 -0.723 -2.417
O -2.112 0.368 -2.369
C -1.897 -1.796 -3.411
C -2.841 -1.855 -4.416
C -2.897 -3.032 -5.157
C -2.035 -4.095 -4.892
C -1.087 -4.019 -3.877
C -1.044 -2.848 -3.149
H -3.507 -1.025 -4.607
H -3.624 -3.129 -5.954
H -2.110 -4.996 -5.487
H -0.417 -4.839 -3.658
C 3.014 2.454 0.010
C 3.524 1.711 1.210
C 4.809 2.008 1.654
C 5.347 1.411 2.777
C 4.571 0.510 3.484
C 3.288 0.178 3.075
C 2.498 -0.774 3.922
C 2.743 0.757 1.906
N 1.490 0.401 1.434
H 3.371 2.006 -0.922
H 3.374 3.484 0.032
H 1.930 2.469 -0.010
H 5.388 2.738 1.100
H 6.349 1.654 3.106
H 4.963 0.046 4.381
H 3.130 -1.212 4.694
H 2.072 -1.584 3.332
H 1.671 -0.259 4.418


16
Properties=species:S:1:pos:R:3 method="wB97M-V/def2-TZVPD" homo_energy_ev=-9.434 multiplicity=1 gap_ev=10.157
C 0.837 1.868 -0.234
C -0.322 1.408 -0.684
C -0.786 0.068 -1.083
Cl -2.425 -0.376 -0.331
C 0.134 -0.994 -0.761
F 0.635 -1.607 -1.839
C 0.397 -1.529 0.346
C -0.002 -0.786 1.576
H 1.784 1.293 -0.046
H 0.967 2.855 -0.159
H -1.133 2.243 -0.699
H -0.864 -0.026 -2.158
H 1.009 -2.402 0.386
H -0.338 0.354 1.509
H 0.999 -0.887 2.135
H -0.893 -1.484 2.042


37
Properties=species:S:1:pos:R:3 method="wB97M-V/def2-TZVPD" homo_energy_ev="-11.610 / -11.610" multiplicity=1 gap_ev="6.350 / 6.349" charge=+1
Ir -0.453 -0.365 -0.407
I 2.017 -3.129 -3.906
C 2.667 -2.272 -2.138
C 4.007 -2.443 -1.708
C 4.466 -1.889 -0.544
I 6.447 -2.206 0.002
C 3.598 -1.113 0.278
C 3.928 -0.492 1.503
C 2.979 0.222 2.187
C 1.681 0.332 1.669
N 1.349 -0.234 0.528
C 2.282 -0.950 -0.169
C 1.820 -1.524 -1.374
O 0.510 -1.284 -1.702
H 4.671 -3.034 -2.323
H 4.931 -0.589 1.896
H 3.209 0.701 3.127
H 0.905 0.872 2.195
F -2.720 -1.421 3.488
B -1.789 -0.496 3.553
F -0.588 -0.773 4.016
F -2.082 0.754 3.221
F -1.202 -0.903 1.253
N -2.328 -0.620 -1.308
C -2.809 0.743 -1.157
C -2.885 1.585 -2.256
C -3.213 2.916 -2.056
C -3.453 3.400 -0.775
C -3.381 2.546 0.312
C -3.056 1.205 0.132
H -2.332 -0.928 -2.276
H -2.872 -1.279 -0.754
H -2.692 1.208 -3.253
H -3.282 3.579 -2.908
H -3.709 4.441 -0.632
H -3.587 2.910 1.309
H -3.039 0.530 0.976


64
Properties=species:S:1:pos:R:3 method="wB97M-V/def2-TZVPD" homo_energy_ev="-7.089 / -7.054" multiplicity=3 gap_ev="7.416 / 7.380"
Ni -0.272 1.064 0.001
I 1.655 -4.744 4.697
C 0.801 -3.214 3.543
C -0.559 -3.242 3.258
C -1.081 -2.236 2.474
I -3.110 -2.239 1.969
C -0.302 -1.178 1.921
O -0.876 -0.276 1.190
C 1.078 -1.187 2.249
C 2.111 -0.229 1.668
N 1.661 1.090 1.183
C 1.653 2.086 2.257
C 0.296 2.210 2.882
C 0.114 2.330 4.247
C -1.173 2.490 4.733
C -2.223 2.523 3.831
C -1.947 2.387 2.480
N -0.705 2.230 2.014
C 1.595 -2.202 3.050
H -1.192 -4.032 3.639
H 2.604 -0.726 0.840
H 2.881 -0.082 2.430
H 2.310 1.390 0.470
H 1.925 3.056 1.836
H 2.384 1.837 3.028
H 0.966 2.293 4.915
H -1.354 2.580 5.797
H -3.248 2.642 4.159
H -2.736 2.388 1.743
H 2.657 -2.199 3.281
C -2.575 0.223 -3.859
C -2.001 0.822 -2.587
O -1.476 -0.155 -1.679
P -3.233 1.834 -1.679
O -4.572 0.979 -1.532
O -3.671 3.013 -2.624
O -2.644 2.137 -0.364
P -0.604 2.012 -2.916
O 0.428 1.197 -3.855
O -1.184 3.154 -3.680
O 0.117 2.273 -1.604
H -3.483 -0.339 -3.640
H -1.847 -0.460 -4.297
H -2.810 1.007 -4.582
H -2.171 -0.655 -1.220
H -5.183 1.082 -2.280
H -2.858 3.357 -3.110
H 0.215 1.399 -4.785
C 1.471 -4.286 -1.735
N 1.802 -2.869 -1.878
C 2.938 -2.459 -2.470
C 3.252 -1.149 -2.554
C 2.354 -0.229 -1.941
N 1.240 -0.605 -1.334
C 0.873 -1.938 -1.339
O -0.162 -2.386 -0.899
N 2.692 1.090 -1.913
H 2.105 -4.868 -2.399
H 0.427 -4.439 -1.983
H 1.621 -4.611 -0.706
H 3.569 -3.234 -2.882
H 4.146 -0.815 -3.062
H 3.410 1.380 -2.554
H 1.898 1.724 -1.841


6
Properties=species:S:1:pos:R:3 method="wB97M-V/def2-TZVPD" homo_energy_ev="-9.209 / -9.209" multiplicity=1 gap_ev="7.730 / 7.729"
C 0.834 0.081 -0.675
C -0.220 -0.246 1.325
N 0.770 0.172 0.650
N 0.134 0.020 -1.657
O -1.206 -0.713 1.584
S 1.956 1.276 -1.744


103
Properties=species:S:1:pos:R:3 method="wB97M-V/def2-TZVPD" homo_energy_ev=-10.585 multiplicity=1 gap_ev=9.598
N -1.624 -4.851 1.613
B -0.559 -5.732 2.053
O -0.094 -6.737 1.176
B 0.226 -5.636 3.567
O 0.687 -6.795 4.177
B 2.061 -6.685 4.227
O 2.571 -5.503 4.750
B 1.919 -4.399 4.294
P 2.891 -2.855 3.662
O 3.849 -2.315 4.594
O 1.811 -1.796 3.172
O 3.695 -3.335 2.350
O 0.545 -4.453 4.247
H -2.161 -5.362 0.913
H -1.195 -4.075 1.110
H 0.744 -6.376 0.837
H 2.771 -7.511 3.766
H 1.001 -2.233 2.859
H 3.139 -3.908 1.797
C -3.368 -8.777 0.213
O -4.203 -7.616 0.246
C -5.509 -7.872 0.152
O -6.007 -8.961 0.047
O -6.162 -6.712 0.195
C -7.584 -6.834 0.105
H -2.342 -8.430 0.301
H -3.589 -9.435 1.051
H -3.485 -9.312 -0.727
H -7.973 -7.416 0.938
H -7.871 -7.293 -0.839
H -7.983 -5.826 0.152
C 0.314 4.186 2.174
O 1.660 3.809 2.485
C 1.791 2.583 2.992
O 0.890 1.806 3.192
O 3.075 2.366 3.240
C 3.332 1.042 3.733
H 0.362 5.194 1.774
H -0.111 3.524 1.422
H -0.304 4.181 3.070
H 3.045 0.311 2.984
H 2.792 0.860 4.659
H 4.398 0.959 3.922
C 1.402 1.281 0.165
O 0.655 0.835 -0.981
C 0.320 -0.452 -0.950
O 0.581 -1.235 -0.073
O -0.359 -0.726 -2.065
C -0.794 -2.086 -2.162
H 1.617 2.337 0.016
H 0.815 1.157 1.066
H 2.342 0.737 0.242
H -1.462 -2.331 -1.339
H 0.060 -2.761 -2.172
H -1.332 -2.188 -3.100
C -4.245 3.171 7.776
O -3.692 1.963 7.249
C -3.041 2.116 6.095
O -2.900 3.153 5.500
O -2.579 0.928 5.718
C -1.852 0.949 4.483
H -4.739 2.904 8.705
H -3.460 3.896 7.980
H -4.974 3.592 7.087
H -0.978 1.584 4.558
H -2.493 1.282 3.668
H -1.531 -0.071 4.290
C -0.014 6.975 -3.845
O 0.103 5.605 -4.234
C 0.793 4.847 -3.384
O 1.298 5.220 -2.354
O 0.826 3.609 -3.860
C 1.544 2.679 -3.041
H -0.593 7.467 -4.620
H -0.537 7.062 -2.895
H 0.966 7.442 -3.779
H 1.081 2.601 -2.075
H 2.587 2.982 -2.946
H 1.497 1.713 -3.534
C 3.549 6.711 -1.457
O 4.598 7.631 -1.123
C 5.541 7.746 -2.052
O 5.575 7.163 -3.105
O 6.449 8.623 -1.619
C 7.528 8.846 -2.526
H 2.854 6.713 -0.624
H 3.028 7.030 -2.353
H 3.943 5.707 -1.589
H 7.163 9.250 -3.468
H 8.079 7.924 -2.703
H 8.184 9.571 -2.054
C -0.637 0.345 -6.390
O -1.398 -0.126 -7.504
C -1.739 -1.409 -7.430
O -1.471 -2.165 -6.533
O -2.434 -1.716 -8.525
C -2.871 -3.075 -8.584
H -0.426 1.395 -6.567
H -1.209 0.249 -5.469
H 0.305 -0.195 -6.312
H -3.532 -3.303 -7.751
H -2.020 -3.753 -8.584
H -3.417 -3.183 -9.516


78
Properties=species:S:1:pos:R:3 method="wB97M-V/def2-TZVPD" homo_energy_ev=-3.041 multiplicity=1 gap_ev=7.006 charge=-2
Cs -0.732 0.831 -0.263
C -2.607 2.522 2.179
C -3.147 1.620 3.297
C -2.544 2.013 4.647
C -2.936 0.152 2.984
C -4.031 -0.680 2.763
C -3.863 -2.012 2.426
C -2.591 -2.560 2.295
C -2.407 -3.983 1.834
C -1.498 -1.736 2.529
C -1.665 -0.399 2.865
H -2.887 3.564 2.366
H -3.039 2.226 1.221
H -1.513 2.511 2.148
H -4.229 1.773 3.345
H -1.456 1.912 4.616
H -2.919 1.370 5.447
H -2.778 3.052 4.891
H -5.031 -0.262 2.807
H -4.733 -2.626 2.213
H -2.625 -4.068 0.766
H -3.075 -4.663 2.367
H -1.379 -4.315 1.985
H -0.495 -2.130 2.410
H -0.775 0.211 2.985
N -3.418 -2.946 -2.199
C -3.918 -1.873 -3.061
C -3.353 -0.472 -2.792
C -3.700 0.014 -1.373
O -4.468 0.991 -1.258
O -3.152 -0.635 -0.436
H -3.400 -2.570 -1.251
H -2.436 -3.113 -2.401
H -5.007 -1.825 -2.953
H -3.722 -2.155 -4.101
H -3.755 0.240 -3.515
H -2.262 -0.496 -2.895
N 1.711 -1.693 -2.965
H 0.902 -2.300 -2.875
H 1.353 -0.749 -3.084
H 2.159 -1.705 -2.054
N 1.951 -2.649 1.537
C 1.412 -3.486 0.640
C 0.310 -3.056 -0.162
N -0.237 -3.821 -1.071
C 0.263 -5.064 -1.216
C 1.305 -5.492 -0.429
N 1.892 -4.728 0.497
H 1.650 -1.614 1.578
H 2.744 -3.007 2.039
H -0.085 -2.059 -0.008
H -0.190 -5.699 -1.967
H 1.702 -6.497 -0.540
F 1.180 -0.249 1.548
N 7.385 1.140 -1.880
C 6.046 1.570 -1.969
C 5.691 2.585 -2.854
C 4.364 2.970 -2.977
C 3.387 2.341 -2.223
C 3.734 1.336 -1.328
C 5.056 0.953 -1.207
S 1.674 2.779 -2.415
O 1.647 3.857 -3.380
O 1.001 1.542 -2.762
N 1.145 3.149 -0.991
C 1.393 4.265 -0.300
S 2.638 5.470 -0.739
C 2.249 6.364 0.688
C 1.270 5.721 1.365
N 0.783 4.565 0.822
H 8.050 1.871 -2.082
H 7.600 0.694 -1.002
H 6.457 3.067 -3.452
H 4.069 3.754 -3.662
H 2.969 0.866 -0.718
H 5.329 0.163 -0.515
H 2.744 7.289 0.931
H 0.843 6.075 2.294


59
Properties=species:S:1:pos:R:3 method="wB97M-V/def2-TZVPD" homo_energy_ev="1.798 / 0.960" multiplicity=2 gap_ev="3.300 / 4.137" charge=-2
Yb 0.208 0.416 -0.352
C 2.386 0.910 1.023
C 2.802 0.040 -0.017
C 2.744 0.761 -1.238
H 3.142 -0.997 0.107
C 2.266 2.067 -0.957
C 2.030 2.155 0.440
H 1.679 3.037 0.986
H 2.380 0.678 2.091
H 3.094 0.401 -2.212
H 2.156 2.883 -1.684
C -2.211 0.798 0.583
C -1.416 1.913 0.983
C -1.132 2.686 -0.183
H -1.094 2.124 1.998
C -1.727 2.036 -1.300
C -2.383 0.859 -0.829
H -2.960 0.162 -1.434
H -2.617 0.037 1.244
H -0.586 3.627 -0.212
H -1.741 2.404 -2.325
O 0.147 -0.508 -2.338
C 0.005 0.034 -4.142
C 0.698 -1.292 -4.388
C 0.797 1.309 -4.320
C -1.478 0.084 -4.464
C 0.690 -1.661 -2.887
H 1.713 -1.193 -4.788
H 0.117 -1.989 -5.001
H 0.044 -2.526 -2.678
H 1.695 -1.875 -2.493
H 0.834 1.621 -5.388
H 1.824 1.171 -3.951
H 0.329 2.121 -3.736
H -1.662 -0.110 -5.542
H -1.890 1.070 -4.197
H -2.008 -0.680 -3.875
C 0.519 1.533 4.447
N -0.186 0.510 3.685
C -1.558 0.347 4.154
C 0.559 -0.754 3.644
C 0.019 -1.754 2.651
C -0.344 -3.051 3.100
C -0.881 -3.974 2.199
C -1.049 -3.622 0.859
C -0.674 -2.322 0.415
C -0.123 -1.456 1.321
H -0.057 2.466 4.421
H 1.503 1.711 3.996
H 0.665 1.237 5.503
H -2.101 -0.365 3.522
H -1.594 -0.009 5.201
H -2.059 1.322 4.105
H 1.604 -0.508 3.397
H 0.558 -1.224 4.648
H -0.205 -3.291 4.156
H -1.165 -4.966 2.549
H -1.466 -4.336 0.144
H -0.844 -2.061 -0.639


no.,E (eV),F_max (eV Å⁻¹)
1,-60573.2136,1.49
2,-21588.8166,4.54
3,-51346.5719,0.68
4,-122854.5201,1.00
5,-17932.9668,6.99
6,-93379.4488,1.60
7,-72598.2609,0.54
8,-60470.1757,3.86